Molecular formula: C2H2BaFO
Method: DFT, ωB97M-V/def2-TZVPD

The LUMO energy is -4.55 eV. Its strongest force on any atom is 2.6 eV/A. For the relative energy (zero: lowest compared OMol25 entry of this formula, charge and spin), the calculation gives 0.0 kJ/mol. Its orbital gap is 8.672 eV. As for the spin multiplicity: 1. The net charge is +1. Its HOMO energy is -13.223 eV. The calculation puts the total energy at -277.7992 a.u.

Last column: Löwdin charge in e.
Geometry (Å):
C1 1.620 -0.021 0.064  0.063
C2 0.374 0.210 -0.223  -0.231
O1 -0.611 0.735 -0.653  -0.099
H1 2.332 0.803 -0.012  0.101
H2 1.978 -1.046 0.161  0.090
F1 -2.374 -1.117 0.968  -0.862
Ba1 -3.320 0.436 -0.304  1.937

=====

Molecular formula: C15H26FO9STl
Method: DFT, ωB97M-V/def2-TZVPD

The LUMO energy is -13.78 eV. Its strongest force on any atom is 2.3 eV/A. For the relative energy (zero: lowest compared OMol25 entry of this formula, charge and spin), the calculation gives 0.0 kJ/mol. Its orbital gap is 2.373 eV. As for the spin multiplicity: 1. The net charge is +2. Its HOMO energy is -16.156 eV. The calculation puts the total energy at -1933.9866 a.u.

Last column: Löwdin charge in e.
Geometry (Å):
Tl1 23.379 24.430 20.606  1.126
F1 24.351 26.234 22.659  -0.427
O1 24.486 26.796 19.298  0.033
C1 25.360 27.592 19.558  -0.459
O2 25.264 28.842 19.125  0.060
C2 26.483 29.592 19.286  -0.095
C3 27.278 28.793 20.345  -0.124
C4 26.729 27.395 20.173  -0.057
H1 26.231 30.585 19.641  0.125
H2 27.014 29.602 18.337  0.142
H3 26.973 29.182 21.316  0.094
H4 28.347 28.885 20.177  0.132
H5 26.568 26.938 21.157  0.103
H6 27.259 26.645 19.585  0.149
O3 29.073 26.275 26.561  0.285
C5 28.449 26.919 25.771  -0.406
O4 27.171 26.610 25.540  0.089
C6 26.536 27.438 24.584  -0.101
C7 27.707 28.166 23.888  -0.102
C8 28.900 28.032 24.856  -0.001
H7 25.811 28.159 24.967  0.152
H8 25.982 26.754 23.906  0.129
H9 27.503 29.197 23.610  0.122
H10 27.925 27.640 22.954  0.115
H11 29.082 28.984 25.353  0.150
H12 29.817 27.746 24.347  0.148
O5 24.134 25.543 28.701  0.312
C9 23.535 25.285 27.695  -0.401
O6 22.282 24.840 27.703  0.123
C10 21.861 24.694 26.331  -0.104
C11 23.143 24.527 25.555  -0.131
C12 24.120 25.398 26.292  -0.028
H13 21.342 25.631 26.088  0.127
H14 21.105 23.933 26.136  0.153
H15 23.090 24.704 24.481  0.111
H16 23.519 23.498 25.614  0.143
H17 23.975 26.441 25.980  0.142
H18 25.183 25.189 26.341  0.133
O7 19.536 27.763 21.472  -0.218
S1 20.933 27.628 21.779  0.662
O8 21.790 26.742 21.001  -0.441
O9 21.593 29.119 21.765  -0.214
C13 23.023 29.199 21.850  -0.273
C14 23.446 30.541 21.318  -0.047
C15 21.173 27.292 23.569  -0.080
H19 23.431 28.375 21.261  0.082
H20 23.423 29.109 22.867  0.120
H21 24.530 30.605 21.200  0.064
H22 23.126 31.359 21.967  0.095
H23 23.074 30.826 20.331  0.102
H24 22.261 27.330 23.624  0.033
H25 20.752 26.328 23.832  0.068
H26 20.628 28.124 24.006  0.086

=====

Molecular formula: C18H41MnOP3S
Method: DFT, ωB97M-V/def2-TZVPD

The LUMO energy (alpha / beta) is -11.16 / -9.39 eV. Its strongest force on any atom is 3.3 eV/A. Its orbital gap (alpha / beta) is 5.333 / 7.522 eV. As for the spin multiplicity: 5. The net charge is +3. Its HOMO energy (alpha / beta) is -16.497 / -16.908 eV. The calculation puts the total energy at -3357.8965 a.u.

Last column: Mulliken spin population.
Geometry (Å):
Mn1 1.052 -1.503 -0.333  4.427
P1 2.028 0.679 1.458  -0.094
P2 -0.767 -0.460 1.886  -0.009
P3 -1.674 3.186 -2.613  0.000
H1 1.645 -1.729 -3.739  0.002
C1 1.557 -0.764 -3.219  0.035
C2 2.069 -0.722 -1.793  -0.304
H2 2.968 -1.358 -1.694  0.005
C3 3.494 -0.080 2.287  -0.019
C4 1.675 2.035 2.667  -0.021
C5 2.858 1.729 0.204  -0.011
C6 -2.359 -1.355 1.709  -0.045
C7 -0.353 -0.971 3.609  0.006
C8 -1.515 1.201 2.189  0.009
C9 -2.195 4.312 -3.921  0.000
C10 -0.931 4.234 -1.334  0.000
C11 -3.125 2.306 -1.996  0.000
H3 1.984 0.018 -3.875  -0.013
H4 2.319 0.326 -1.624  -0.001
H5 4.087 -0.630 1.541  0.000
H6 3.154 -0.792 3.055  0.003
H7 4.110 0.704 2.753  -0.006
H8 1.216 1.667 3.593  0.001
H9 0.998 2.765 2.204  0.002
H10 2.622 2.542 2.912  -0.005
H11 3.420 1.097 -0.491  0.003
H12 3.534 2.457 0.670  -0.004
H13 2.075 2.266 -0.346  -0.004
H14 -3.050 -1.110 2.525  0.000
H15 -2.184 -2.436 1.692  0.000
H16 -2.831 -1.066 0.763  0.001
H17 -1.128 -0.626 4.304  -0.002
H18 0.602 -0.541 3.932  0.000
H19 -0.284 -2.062 3.671  0.000
H20 -2.505 1.087 2.651  0.000
H21 -1.649 1.710 1.227  -0.003
H22 -0.902 1.834 2.838  0.001
H23 -3.067 4.898 -3.604  0.000
H24 -2.453 3.723 -4.808  0.000
H25 -1.371 5.003 -4.151  0.000
H26 -1.322 5.265 -1.401  0.000
H27 0.156 4.265 -1.485  0.000
H28 -1.121 3.849 -0.322  0.000
H29 -4.035 2.900 -2.162  0.000
H30 -3.027 2.069 -0.927  0.000
H31 -3.205 1.358 -2.546  0.000
C12 -0.546 -1.727 -2.232  -0.053
C13 -1.803 -1.794 -1.627  0.013
C14 -2.260 -2.957 -1.009  0.002
C15 -1.398 -4.003 -0.687  0.011
C16 -0.037 -3.883 -1.012  -0.008
C17 0.356 -2.832 -1.917  0.003
S1 -0.217 -0.312 -3.258  0.000
H32 -0.812 2.177 -3.160  -0.001
H33 -2.460 -0.936 -1.709  0.006
H34 -3.328 -3.084 -0.798  0.001
H35 -1.798 -4.914 -0.238  0.002
H36 0.673 -4.704 -0.830  -0.003
H37 1.284 -3.036 -2.473  0.032
C18 1.349 -3.730 2.359  0.007
O1 1.919 -2.816 1.367  0.031
H38 1.420 -3.273 3.353  0.001
H39 1.914 -4.675 2.355  0.002
H40 0.296 -3.913 2.124  -0.003
H41 2.878 -2.870 1.437  0.003

=====

Molecular formula: C2H4O3S
Method: DFT, ωB97M-V/def2-TZVPD

The LUMO energy is 0.55 eV. Its strongest force on any atom is 3.9 eV/A. For the relative energy (zero: lowest compared OMol25 entry of this formula, charge and spin), the calculation gives 271.1 kJ/mol. Its orbital gap is 10.711 eV. As for the spin multiplicity: 1. The net charge is 0. Its HOMO energy is -10.161 eV. The calculation puts the total energy at -702.3903 a.u.

Last column: Löwdin charge in e.
Geometry (Å):
C1 1.475 2.537 -0.266  -0.114
C2 -3.194 -1.135 -0.163  -0.290
O1 1.608 1.874 0.759  -0.030
O2 -2.375 1.526 -0.133  -0.468
O3 -2.247 -0.878 0.898  -0.367
S1 -1.921 0.153 -0.274  0.919
H1 2.299 3.017 -0.766  0.067
H2 0.607 2.266 -0.931  0.077
H3 -2.976 -2.167 -0.507  0.082
H4 -4.331 -0.877 -0.118  0.124